A:
One molecule with the formula C2H6N2, computed with ωB97M-V/def2-TZVPD.

Summary:
Gap between HOMO and LUMO (eV): 8.48

Structure (ORCA input):
```
! RIJCOSX wB97M-V def2-TZVPD def2/J DEFGRID3
* xyz 0 1
C -0.415 0.334 0.387
C 0.102 0.084 -0.826
N -0.287 -1.106 -1.519
N 0.135 0.612 1.623
H -1.452 0.241 0.490
H 1.054 0.613 -1.329
H -0.546 -1.586 -0.673
H 0.533 -1.539 -1.827
H -0.242 1.501 2.070
H 1.119 0.845 1.602
*
```

***

B:
A 2-piece molecular cluster, C2H6N2 overall, computed with ωB97M-V/def2-TZVPD.

Summary:
Gap between HOMO and LUMO (eV): 11.34

Structure (ORCA input):
```
! RIJCOSX wB97M-V def2-TZVPD def2/J DEFGRID3
* xyz 0 1
C -0.146 -1.609 2.175
N -1.065 -0.907 1.661
H 0.158 -2.501 1.613
H 0.438 -1.254 3.020
H -1.133 -0.020 2.163
C 0.195 0.997 -2.364
N 0.895 1.569 -1.474
H -0.746 1.474 -2.662
H 0.518 0.342 -3.183
H 1.856 1.238 -1.607
*
```

***

C:
A 2-piece molecular cluster, C2H6N2 overall, computed with ωB97M-V/def2-TZVPD.

Summary:
Gap between HOMO and LUMO (eV): 9.53

Structure (ORCA input):
```
! RIJCOSX wB97M-V def2-TZVPD def2/J DEFGRID3
* xyz 0 1
C -2.473 -2.008 0.015
N -1.775 -3.017 0.462
H -2.811 -1.851 -0.990
H -2.623 -1.141 0.646
H -2.298 -3.361 1.293
C 2.300 2.278 -0.706
N 3.023 1.895 0.345
H 2.901 2.419 -1.556
H 1.222 2.410 -0.612
H 2.535 2.376 1.104
*
```

***

Of them, C has the lowest stability.

***

A:
A 3-piece molecular cluster, C3H14N2O2 overall, computed with ωB97M-V/def2-TZVPD.

Summary:
Gap between HOMO and LUMO (spin up / spin down) (eV): 11.85 / 5.49
Expectation value of S²: 0.756

Structure (ORCA input):
```
! RIJCOSX wB97M-V def2-TZVPD def2/J DEFGRID3
* xyz 1 2
N -0.096 -0.556 -1.210
C 0.618 0.606 -0.666
C 1.936 0.269 -0.011
C -0.279 1.680 0.032
N -1.237 2.222 -0.844
H -0.509 -0.526 -2.128
H 0.580 -1.326 -1.242
H 0.848 1.080 -1.632
H 2.370 1.129 0.487
H 2.647 -0.041 -0.781
H 1.940 -0.554 0.703
H -0.671 1.131 0.898
H 0.474 2.382 0.390
H -1.744 3.009 -0.470
H -1.884 1.575 -1.276
H -1.588 -0.694 0.367
H -1.888 -1.749 1.307
O -2.372 -1.093 0.787
H -0.354 -2.845 2.225
H 0.733 -3.190 1.206
O 0.477 -2.510 1.859
*
```

***

B:
A 3-piece molecular cluster, C3H14N2O2 overall, computed with ωB97M-V/def2-TZVPD.

Summary:
Gap between HOMO and LUMO (spin up / spin down) (eV): 10.32 / 4.86
Expectation value of S²: 0.759

Structure (ORCA input):
```
! RIJCOSX wB97M-V def2-TZVPD def2/J DEFGRID3
* xyz 1 2
N -0.650 -0.600 0.530
C 0.589 0.334 0.596
C 0.326 1.837 0.924
C 1.573 0.102 -0.619
N 1.307 -1.187 -1.379
H -1.376 -0.012 0.157
H -0.747 -1.338 1.278
H 1.110 -0.169 1.509
H -0.231 1.902 1.851
H -0.223 2.701 0.246
H 1.297 2.377 1.361
H 1.289 1.072 -1.197
H 2.640 0.130 -0.468
H 1.334 -0.883 -2.365
H 0.308 -1.429 -1.270
H 2.846 1.359 -3.499
H 1.626 2.019 -4.367
O 2.051 1.148 -4.109
H -4.979 -2.338 3.775
H -4.739 -3.879 3.613
O -5.351 -3.147 3.432
*
```

***

Of them, B has the lowest stability.

***

A:
A 2-piece molecular cluster, C8H10N2 overall, computed with ωB97M-V/def2-TZVPD.

Summary:
Gap between HOMO and LUMO (spin up / spin down) (eV): 9.02 / 9.12

Structure (ORCA input):
```
! RIJCOSX wB97M-V def2-TZVPD def2/J DEFGRID3
* xyz 0 1
C -3.161 0.046 -0.203
C -2.747 -1.214 0.197
C -2.236 0.954 -0.690
C -1.414 -1.566 0.106
C -0.897 0.613 -0.769
C -0.473 -0.652 -0.368
C 0.929 -1.082 -0.478
C 1.988 0.771 0.572
N 4.336 -0.600 -0.638
N 1.982 -0.477 -0.120
H -4.205 0.316 -0.144
H -3.464 -1.928 0.572
H -2.557 1.933 -1.012
H -1.087 -2.547 0.416
H -0.187 1.316 -1.181
H 1.081 -2.059 -0.928
H 2.389 1.541 -0.089
H 1.001 1.075 0.938
H 2.671 0.676 1.419
H 4.576 -0.066 0.201
*
```

***

B:
One molecule with the formula C8H10N2, computed with ωB97M-V/def2-TZVPD.

Summary:
Gap between HOMO and LUMO (eV): 9.46

Structure (ORCA input):
```
! RIJCOSX wB97M-V def2-TZVPD def2/J DEFGRID3
* xyz 0 1
C -2.816 -0.287 -0.897
C -1.899 -0.806 -1.818
C -2.528 -0.123 0.453
C -0.564 -0.975 -1.466
C -1.251 -0.280 0.792
C -0.263 -0.530 -0.155
C 3.106 0.459 0.251
C 1.682 0.927 0.618
N -0.291 0.092 1.861
N 0.953 -0.284 0.984
H -3.859 -0.288 -1.139
H -2.204 -1.006 -2.877
H -3.273 0.323 1.081
H 0.145 -1.073 -2.283
H 3.691 1.268 -0.265
H 3.043 -0.535 -0.417
H 3.706 0.409 1.097
H 1.107 1.439 -0.168
H 1.890 1.509 1.518
H -0.377 -0.238 2.831
*
```

***

C:
A 2-piece molecular cluster, C8H10N2 overall, computed with ωB97M-V/def2-TZVPD.

Summary:
Gap between HOMO and LUMO (spin up / spin down) (eV): 7.47 / 7.47

Structure (ORCA input):
```
! RIJCOSX wB97M-V def2-TZVPD def2/J DEFGRID3
* xyz 0 1
C 1.030 1.676 -0.160
C -2.237 0.187 -1.555
C 1.037 -0.340 -2.759
C 0.437 0.461 0.063
C -0.996 -0.216 -1.746
C 0.264 -0.146 1.213
C -0.444 -1.423 1.359
C 0.933 0.473 2.493
N 1.504 2.684 -0.482
N -0.176 -0.729 -2.619
H -2.896 0.184 -2.339
H -2.712 0.627 -0.598
H 1.708 -0.649 -3.498
H 1.345 0.564 -2.075
H -1.447 -1.258 2.021
H -0.731 -1.953 0.469
H 0.136 -2.150 1.927
H 0.440 1.508 2.576
H 0.740 -0.188 3.287
H 2.065 0.687 2.424
*
```

***

Of them, C has the lowest stability.

***

A:
One molecule with the formula C2H3N3O3, computed with ωB97M-V/def2-TZVPD.

Summary:
Gap between HOMO and LUMO (eV): 10.63

Structure (ORCA input):
```
! RIJCOSX wB97M-V def2-TZVPD def2/J DEFGRID3
* xyz 0 1
C 0.290 -1.299 0.170
C 0.096 0.738 -0.691
H -1.452 1.276 0.784
H -0.110 -0.952 -1.824
H -1.035 1.335 -2.214
N 0.377 0.833 0.676
N 0.100 -0.583 -0.962
N -0.480 1.690 -1.406
O -0.710 1.513 1.300
O 0.448 -0.437 1.106
O 0.300 -2.561 -0.129
*
```

***

B:
One molecule with the formula C2H3N3O3, computed with ωB97M-V/def2-TZVPD.

Summary:
Gap between HOMO and LUMO (eV): 9.70

Structure (ORCA input):
```
! RIJCOSX wB97M-V def2-TZVPD def2/J DEFGRID3
* xyz 0 1
C -0.337 -0.321 0.207
C 1.492 0.777 0.451
H -1.804 -2.053 1.988
H 2.494 1.155 0.734
H -0.559 0.621 -2.792
N -1.274 -1.133 0.405
N 0.612 0.152 1.119
N 0.095 0.176 -1.190
O -1.159 -1.413 1.750
O 1.326 1.088 -0.843
O -0.888 0.950 -1.829
*
```

***

Of them, B has the lowest stability.

***

A:
One molecule with the formula C2H3N3O3, computed with ωB97M-V/def2-TZVPD.

Summary:
Gap between HOMO and LUMO (eV): 10.47

Structure (ORCA input):
```
! RIJCOSX wB97M-V def2-TZVPD def2/J DEFGRID3
* xyz 0 1
C -1.458 0.000 -0.143
C 0.482 0.982 -0.243
H 2.123 -0.414 0.965
H 2.240 -1.644 -0.359
H -2.969 0.852 0.400
N 1.687 -1.023 0.232
N 0.744 -0.489 -0.501
N -0.858 1.167 -0.106
O -0.630 -1.036 -0.224
O -2.763 -0.047 0.041
O 1.403 1.653 -0.061
*
```

***

B:
One molecule with the formula C2H3N3O3, computed with ωB97M-V/def2-TZVPD.

Summary:
Gap between HOMO and LUMO (eV): 9.81

Structure (ORCA input):
```
! RIJCOSX wB97M-V def2-TZVPD def2/J DEFGRID3
* xyz 0 1
C -0.718 -0.703 0.087
C 1.783 -0.030 -0.177
H -2.409 0.864 0.241
H 1.043 1.857 0.226
H 2.741 0.375 -0.638
N -1.935 -1.035 0.029
N 0.943 0.870 0.437
N 1.484 -1.261 -0.302
O -2.850 0.052 -0.154
O -0.361 0.593 -0.133
O 0.279 -1.582 0.383
*
```

***

Of them, B has the lowest stability.

***

A:
One molecule with the formula C6H11NS, computed with ωB97M-V/def2-TZVPD.

Summary:
Gap between HOMO and LUMO (eV): 9.31

Structure (ORCA input):
```
! RIJCOSX wB97M-V def2-TZVPD def2/J DEFGRID3
* xyz 0 1
C 1.414 -0.611 0.535
C 0.817 0.680 1.342
C -0.666 0.170 0.946
C -1.789 1.124 0.638
C -3.037 0.907 0.999
C 0.018 -0.747 -0.214
H 3.094 0.169 -0.501
H 3.505 -1.213 0.451
H 1.223 -1.358 1.262
H 0.995 1.583 0.777
H 1.125 0.676 2.362
H -0.958 -0.657 1.657
H -1.551 2.104 0.092
H -3.766 1.744 0.586
H -3.518 -0.062 1.555
H -0.650 -1.617 -0.319
H 1.110 -0.974 -2.268
N 2.686 -0.840 -0.126
S 0.003 -0.228 -1.890
*
```

***

B:
One molecule with the formula C6H11NS, computed with ωB97M-V/def2-TZVPD.

Summary:
Gap between HOMO and LUMO (eV): 9.78

Structure (ORCA input):
```
! RIJCOSX wB97M-V def2-TZVPD def2/J DEFGRID3
* xyz 0 1
C -1.638 0.339 -1.459
C -0.777 0.411 -0.460
C -0.209 -2.055 0.246
C 0.226 -0.664 -0.119
C -0.769 1.563 0.473
C 1.603 -0.507 -0.771
N 0.181 -1.060 1.284
S 1.527 -1.317 2.281
H -2.256 1.209 -1.590
H -1.594 -0.291 -2.346
H -1.223 -2.318 0.025
H 0.572 -2.769 -0.017
H -1.265 1.349 1.428
H 0.353 1.651 0.897
H -1.083 2.542 0.038
H 2.466 -0.481 -0.111
H 1.742 0.321 -1.476
H 1.910 -1.281 -1.467
H 0.943 -0.609 3.169
*
```

***

C:
C6H11NS as an isolated structure, computed with ωB97M-V/def2-TZVPD.

Summary:
Gap between HOMO and LUMO (eV): 9.55

Structure (ORCA input):
```
! RIJCOSX wB97M-V def2-TZVPD def2/J DEFGRID3
* xyz 0 1
C 0.543 1.422 0.168
C 0.631 2.244 1.163
C -3.094 -0.361 -0.707
C -1.657 -0.437 -0.208
C -2.789 1.094 -0.800
C 2.779 -1.260 -0.077
N -1.596 1.032 -0.412
S 4.554 -1.009 0.106
H -0.220 2.444 1.756
H 1.745 2.257 1.523
H -3.111 -0.697 -1.697
H -3.957 -0.725 -0.184
H -1.308 -0.721 0.804
H -1.018 -1.002 -0.950
H -3.324 1.946 -1.030
H 2.773 -2.287 -0.390
H 2.113 -1.198 0.808
H 2.347 -0.589 -0.766
H 4.589 -2.155 0.892
*
```

***

Of them, C has the lowest stability.